*P*
20
Properties=species:S:1:pos:R:3:nbo_charge:R:1 method="wB97M-V/def2-TZVPD" lumo_ev="-12.174 / -11.603" charge=+2 homo_ev="-18.9908 / -18.9529" multiplicity=1
C 2.65 0.19 -0.11 -0.098
C 0.30 -1.04 0.06 -0.141
C -2.99 0.49 -0.36 -0.664
C -1.92 -0.17 0.38 -0.263
N 1.82 -0.96 -0.11 -0.353
N 2.12 1.43 0.19 -0.708
N -0.62 -0.07 -0.24 -0.186
H 3.31 -0.29 0.64 0.340
H 3.31 0.24 -1.06 0.327
H 0.28 -1.93 -0.56 0.317
H 0.25 -1.41 1.05 0.288
H -2.68 1.40 -0.88 0.244
H -3.47 -0.18 -1.07 0.270
H -3.83 0.71 0.48 0.291
H -2.06 -1.30 0.43 0.273
H -1.83 0.16 1.39 0.288
H 2.20 -1.88 -0.18 0.448
H 1.31 1.45 0.76 0.386
H 2.40 2.46 0.10 0.489
H -0.55 0.70 -0.89 0.454

*Q*
20
Properties=species:S:1:pos:R:3:nbo_charge:R:1 method="wB97M-V/def2-TZVPD" lumo_ev=-7.917 charge=+2 homo_ev=-17.8738 multiplicity=1
C 1.70 0.44 -1.32 -0.206
C 0.95 -0.41 -0.31 -0.544
C 0.27 0.37 0.74 -0.022
N -2.39 -0.02 2.96 -0.688
C -2.49 0.17 1.67 0.384
N -1.57 -0.22 0.80 -0.659
N 1.90 -0.20 -2.75 -0.675
H 1.24 1.42 -1.40 0.243
H 2.75 0.51 -1.02 0.249
H 0.23 -1.11 -0.73 0.276
H 1.63 -1.14 0.17 0.273
H -0.14 1.35 0.53 0.244
H 0.40 0.11 1.78 0.246
H -3.17 0.12 3.58 0.453
H -1.63 -0.64 3.23 0.423
H -3.46 0.51 1.29 0.227
H -1.99 -0.32 -0.12 0.400
H 2.82 -0.63 -2.81 0.462
H 1.79 0.59 -3.39 0.466
H 1.17 -0.91 -2.89 0.449

*R*
20
Properties=species:S:1:pos:R:3:nbo_charge:R:1 method="wB97M-V/def2-TZVPD" lumo_ev=-7.226 charge=+2 homo_ev=-13.2492 multiplicity=1
C 0.01 4.25 0.68 -0.221
C 0.77 3.81 1.69 0.067
C 1.63 4.77 -1.60 -0.236
C -1.08 -10.13 -1.23 0.174
N -2.01 -9.81 -0.41 -0.573
N 0.18 5.32 -0.15 -0.588
N 0.47 2.69 2.34 -0.724
H -0.65 3.39 0.32 0.201
H 1.53 4.37 2.23 0.217
H 2.50 5.14 -1.20 0.219
H 1.14 3.82 -1.66 0.229
H 1.20 5.58 -2.20 0.205
H -0.06 -10.32 -1.10 0.245
H -1.34 -9.98 -2.28 0.225
H -1.92 -9.75 0.59 0.458
H -2.95 -9.60 -0.93 0.470
H -0.59 5.65 -0.65 0.420
H 0.57 6.16 0.24 0.421
H -0.27 2.14 2.12 0.388
H 0.87 2.50 3.18 0.401

Ranking the structures above by stability puts *Q* first and *P* last.